{"formula": "C25H70Cl10O26P6", "method": "ωB97M-V with the def2-TZVPD basis set", "spin_multiplicity": 2, "homo_lumo_gap_ev": [1.547, 9.795], "charge": -1, "s2": 0.751, "symbols": ["C", "O", "P", "O", "O", "C", "O", "C", "H", "H", "H", "H", "H", "H", "H", "H", "H", "C", "O", "P", "O", "O", "C", "O", "C", "H", "H", "H", "H", "H", "H", "H", "H", "H", "C", "O", "P", "O", "O", "C", "O", "C", "H", "H", "H", "H", "H", "H", "H", "H", "H", "C", "O", "P", "O", "O", "C", "O", "C", "H", "H", "H", "H", "H", "H", "H", "H", "H", "C", "O", "P", "O", "O", "C", "O", "C", "H", "H", "H", "H", "H", "H", "H", "H", "H", "C", "O", "P", "O", "O", "C", "O", "C", "H", "H", "H", "H", "H", "H", "H", "H", "H", "C", "C", "O", "O", "H", "H", "H", "H", "H", "H", "C", "Cl", "Cl", "H", "H", "C", "Cl", "Cl", "H", "H", "C", "Cl", "Cl", "H", "H", "C", "Cl", "Cl", "H", "H", "C", "Cl", "Cl", "H", "H"], "coordinates": [[21.0954, -8.5925, 8.9315], [20.3267, -7.4146, 8.7055], [20.4975, -6.0256, 9.5217], [21.4105, -5.0408, 8.8437], [18.9185, -5.5397, 9.6321], [18.2141, -4.9736, 8.5475], [20.9158, -6.5773, 11.0001], [19.9900, -7.3135, 11.7450], [20.4910, -9.4623, 9.1890], [21.9483, -8.5897, 9.6102], [21.4276, -8.8778, 7.9333], [17.2512, -5.4562, 8.3801], [18.7306, -4.8972, 7.5906], [18.0002, -3.9526, 8.8637], [20.2830, -8.3634, 11.7474], [18.9585, -7.1551, 11.4304], [20.1156, -7.0099, 12.7843], [15.3967, 2.3274, 5.6480], [16.5499, 2.9875, 6.1366], [16.6821, 4.5877, 6.0555], [15.4460, 5.3562, 6.4291], [17.2106, 4.9006, 4.6098], [18.5159, 4.5810, 4.1458], [17.9264, 4.9129, 7.0204], [18.4203, 6.1630, 7.4096], [15.2085, 1.5474, 6.3858], [15.5938, 1.7840, 4.7238], [14.5408, 2.9654, 5.4277], [19.1269, 4.2689, 4.9928], [19.0577, 5.4355, 3.7404], [18.4796, 3.7329, 3.4620], [17.7377, 7.0055, 7.2985], [19.3470, 6.3650, 6.8726], [18.6982, 6.0797, 8.4603], [25.9349, -0.9542, 8.3303], [25.7685, -0.4289, 9.6177], [27.0710, -0.3378, 10.6287], [26.8068, -0.2676, 12.0887], [27.9367, 0.9358, 10.1181], [28.6888, 1.6849, 11.0576], [27.9992, -1.6365, 10.2108], [27.7500, -2.8547, 10.8027], [25.2632, -1.8126, 8.3455], [26.9399, -1.3126, 8.1074], [25.6845, -0.1548, 7.6330], [28.3663, 2.7261, 11.0661], [29.7026, 1.8201, 10.6808], [28.6994, 1.3259, 12.0867], [27.7002, -2.8452, 11.8915], [28.5501, -3.5558, 10.5650], [26.9306, -3.3465, 10.2785], [14.6840, -5.1475, 10.1516], [14.8503, -4.7145, 8.8281], [14.4182, -3.1900, 8.4459], [13.2460, -2.6658, 9.1798], [15.8044, -2.4398, 8.6673], [15.9149, -1.1033, 8.2340], [14.3367, -3.1187, 6.7810], [15.3289, -3.8208, 5.9251], [15.6105, -5.6463, 10.4359], [13.9142, -5.9190, 10.1312], [14.5869, -4.3445, 10.8822], [15.2714, -0.8286, 7.3983], [16.8988, -0.8386, 7.8468], [15.7888, -0.4314, 9.0830], [14.7930, -4.2063, 5.0577], [15.7407, -4.6748, 6.4628], [16.0457, -3.1186, 5.4994], [23.5699, -5.4396, 14.8369], [23.5037, -4.0901, 14.5256], [23.7162, -3.7521, 12.9693], [24.9465, -4.2579, 12.3191], [22.3455, -4.2842, 12.2333], [21.0662, -3.8745, 12.8202], [23.7386, -2.1208, 12.9300], [24.4283, -1.2714, 13.8770], [24.4868, -5.9476, 14.5383], [22.7998, -6.0502, 14.3655], [23.5064, -5.6235, 15.9094], [21.0202, -3.1450, 13.6288], [20.4724, -4.7292, 13.1443], [20.5016, -3.4056, 12.0144], [24.6612, -0.2873, 13.4704], [25.3642, -1.7355, 14.1882], [23.7483, -1.0073, 14.6869], [19.3201, 2.0960, 8.4557], [19.5135, 0.7835, 8.0531], [19.7250, -0.4627, 9.1135], [18.9614, -0.3698, 10.4040], [19.4005, -1.7554, 8.2050], [20.0834, -1.9805, 6.9684], [21.3208, -0.4583, 9.3436], [22.1200, -1.5208, 9.8216], [19.3608, 2.1801, 9.5417], [18.2788, 2.2571, 8.1767], [20.0159, 2.7683, 7.9537], [19.4103, -2.1709, 6.1325], [20.7113, -2.8685, 7.0416], [20.6779, -1.1123, 6.6841], [22.8608, -1.7175, 9.0466], [21.5424, -2.4281, 9.9986], [22.6671, -1.2462, 10.7235], [20.2301, 1.5422, 13.5400], [20.6652, 0.1754, 13.0569], [19.4698, -0.5884, 12.8636], [21.3426, 2.1751, 14.1008], [19.4962, 1.4747, 14.3432], [19.8152, 2.1732, 12.7540], [21.2550, -0.3158, 13.8308], [21.2979, 0.2492, 12.1723], [19.2577, -0.5287, 11.9292], [21.0261, 2.9863, 14.5050], [22.8234, -3.9126, 4.5635], [22.9476, -2.3968, 5.3483], [22.2666, -3.6656, 2.8588], [23.7282, -4.5129, 4.6589], [21.9920, -4.4963, 4.9585], [23.7764, 1.5983, 10.4977], [25.1607, 2.5234, 11.1105], [22.2620, 2.5809, 10.5711], [23.9693, 1.1777, 9.5108], [23.6764, 0.8786, 11.3101], [23.3190, 3.1930, 6.5266], [22.9781, 1.4928, 6.7944], [21.8663, 4.2036, 6.3835], [24.0384, 3.5996, 7.2374], [23.7628, 3.2968, 5.5365], [16.4182, 1.0087, 12.4991], [14.9874, 0.3841, 11.6224], [16.9834, 2.5797, 11.9110], [16.1044, 1.1314, 13.5357], [17.1456, 0.1986, 12.5509], [18.9043, -2.0709, 3.0651], [17.5776, -1.3574, 2.2320], [20.1379, -0.8299, 3.5545], [18.6176, -2.5442, 4.0042], [19.3609, -2.8425, 2.4452]], "forces_ev_per_a": [[0.12, -0.99, -1.42], [0.03, 0.58, 1.09], [-0.38, 0.46, -1.47], [-1.50, -1.67, 1.80], [2.85, -1.63, 0.93], [-0.73, 1.55, -0.47], [-0.06, 1.89, -2.01], [-0.21, -0.61, 1.11], [-0.62, 0.39, 0.49], [-0.13, 0.81, 0.06], [0.54, 0.12, 0.03], [0.22, -0.40, 0.23], [0.43, -0.38, 0.14], [-0.15, 0.09, -0.23], [-0.28, -0.18, -0.37], [0.09, -0.15, -0.01], [-0.25, 0.22, 0.07], [-0.40, -1.12, -0.30], [1.09, 1.73, 0.20], [-1.72, 1.23, 1.67], [1.90, -1.30, -1.01], [-0.22, 0.65, -0.75], [0.81, -0.76, 0.80], [-0.90, -1.85, -0.69], [0.59, 0.59, 0.45], [-0.57, 0.25, 0.03], [0.50, 0.18, -0.15], [0.09, 0.21, 0.60], [0.05, -0.20, 0.07], [-0.63, 0.15, -0.33], [-0.11, 0.26, -0.19], [-0.26, -0.25, -0.19], [-0.03, 0.10, -0.23], [-0.14, 0.03, 0.05], [-0.22, -0.60, -0.86], [2.45, 0.94, 3.09], [0.34, -0.42, 0.32], [-0.29, -0.25, -1.60], [-0.99, -1.57, -0.05], [0.87, 1.26, 0.05], [-0.27, 3.51, -0.31], [-0.07, -2.53, 0.03], [-0.10, 0.07, -0.89], [0.03, 0.10, 0.19], [-0.27, -0.37, -0.26], [-0.75, -0.09, 0.06], [0.20, -0.70, -0.01], [-0.22, -0.36, -0.29], [-0.60, 0.27, -0.13], [0.60, 0.39, -0.08], [-0.70, 0.12, 0.72], [0.72, -0.93, 0.66], [-0.38, 2.06, -1.55], [0.29, -0.29, -1.80], [0.96, -0.47, -0.93], [0.07, -0.52, 0.18], [0.49, 1.70, -0.08], [0.01, -1.00, 1.85], [-1.05, 0.13, 0.30], [0.16, -0.15, -0.07], [-0.32, 0.39, 0.54], [-0.68, 0.00, -0.19], [-0.55, -0.32, 0.25], [0.40, -0.83, 0.13], [-0.42, -0.04, -0.06], [-0.29, -0.02, 0.19], [0.35, 0.30, -0.07], [0.27, 0.01, 0.60], [0.24, -2.45, 0.67], [0.11, 1.04, -0.69], [0.53, 1.27, -1.54], [-1.20, -0.30, 0.75], [1.10, 1.52, 2.02], [-0.79, 0.11, -0.96], [-0.91, -1.05, 0.13], [-0.27, 0.05, 0.25], [0.40, 0.52, -0.26], [-0.45, 0.32, -0.12], [-0.21, 0.57, 0.06], [0.99, 0.00, 0.06], [0.46, -0.32, -0.06], [0.05, -0.04, -0.10], [0.08, -0.43, -0.83], [-0.17, 0.05, 0.18], [0.07, -0.64, 0.37], [-1.32, 0.83, 0.72], [1.21, -3.97, 1.02], [0.37, 0.47, -0.71], [0.48, -0.15, -2.61], [-0.31, 1.33, 1.45], [0.72, 0.01, -0.71], [-1.42, 1.02, -0.51], [0.39, -0.76, -0.11], [0.26, 0.24, 0.06], [0.10, 0.93, -0.08], [-0.10, -0.11, 0.07], [-0.52, 0.13, 0.39], [0.05, 0.11, 0.38], [0.07, -0.06, 0.11], [-0.02, -0.23, -0.02], [0.03, -0.05, -0.03], [-0.29, 0.17, 0.11], [0.03, 0.13, 0.26], [-1.24, -0.16, 0.49], [0.97, -0.13, 0.98], [1.20, 0.73, 0.41], [-0.49, -0.57, -0.21], [-0.17, -0.26, -0.37], [0.06, 0.06, 0.15], [-0.15, -0.02, -0.28], [-0.22, -0.10, -0.73], [0.24, 0.10, 0.01], [-1.14, -1.24, -0.99], [0.46, 0.94, 0.71], [0.73, -0.33, 0.26], [0.05, 0.40, -0.45], [0.08, 0.17, 0.43], [-0.49, 0.20, 1.32], [0.16, 0.45, -0.47], [0.63, -0.28, -0.44], [-0.22, 0.27, 0.28], [-0.28, -0.41, -0.68], [0.53, 0.42, -1.16], [-0.06, 0.02, 0.27], [-0.06, 0.01, 0.45], [-0.53, -0.16, 0.33], [0.09, -0.31, 0.16], [-0.67, -0.62, 0.93], [0.35, 0.25, 0.06], [0.07, -0.53, -0.07], [-0.14, 0.34, -0.21], [0.43, 0.54, -0.73], [1.12, -0.53, 0.73], [-0.90, 0.41, -0.42], [-0.11, -0.09, -0.25], [-0.40, 0.04, -0.05], [0.21, 0.30, -0.07]], "lowdin_spin": [0.016, 0.035, 0.004, 0.013, 0.005, 0.022, 0.002, 0.004, 0.002, 0.001, 0.006, 0.003, 0.031, 0.001, 0.001, 0.001, 0.000, 0.003, 0.002, 0.000, 0.000, 0.000, 0.000, 0.000, 0.000, 0.000, 0.003, 0.000, 0.000, 0.000, 0.001, 0.000, 0.000, 0.000, 0.002, 0.000, 0.000, 0.000, 0.000, 0.000, 0.001, 0.001, 0.001, 0.001, 0.000, 0.000, 0.000, 0.000, 0.000, 0.000, 0.000, 0.002, 0.007, 0.001, 0.001, 0.002, 0.003, 0.009, 0.061, 0.001, 0.000, 0.000, 0.001, 0.002, 0.000, 0.017, 0.016, 0.021, 0.000, 0.000, 0.000, 0.001, 0.001, 0.000, 0.000, 0.000, 0.000, 0.000, 0.000, 0.000, 0.000, 0.000, 0.000, 0.000, 0.000, 0.000, 0.002, 0.001, 0.000, 0.007, 0.023, 0.001, 0.001, 0.000, 0.000, 0.000, 0.020, 0.007, 0.001, 0.001, 0.000, 0.000, 0.000, 0.000, 0.000, 0.000, 0.000, 0.000, 0.000, 0.000, 0.000, 0.000, 0.047, 0.060, 0.119, 0.009, 0.038, 0.000, 0.000, 0.000, 0.000, 0.000, 0.000, 0.005, 0.001, 0.000, 0.000, 0.000, 0.000, 0.000, 0.000, 0.000, 0.098, 0.086, 0.072, 0.057, 0.031]}